Entry i
Formula: C3H3NO4
Source: the OMol25 dataset
Level of theory: the ωB97M-V functional and the def2-TZVPD basis

The geometry in ORCA input format:
```
! wB97M-V def2-TZVPD RIJCOSX def2/J DEFGRID3
* xyz 0 1
C 0.24 -0.14 -0.01
C -0.67 -1.15 0.37
C -0.49 1.14 -0.43
H 3.15 -0.85 -0.19
H -0.59 -1.90 1.65
H -2.03 2.22 0.01
N 1.44 -0.07 -0.10
O 2.10 -1.33 0.03
O -1.69 -1.20 -0.46
O -1.71 1.22 -0.04
O 0.26 2.06 -0.83
*
```

Its LUMO energy is -0.86 eV. For the orbital gap, the calculation gives 9.52 eV.

---

Entry ii
Formula: C3H3NO4
Source: the OMol25 dataset
Level of theory: the ωB97M-V functional and the def2-TZVPD basis

The geometry in ORCA input format:
```
! wB97M-V def2-TZVPD RIJCOSX def2/J DEFGRID3
* xyz 0 1
O 0.68 2.46 -0.53
N 0.43 1.43 -1.00
O -0.18 1.17 -1.99
C 0.76 0.08 -0.25
O -0.09 -0.89 -0.80
C -0.94 -1.20 0.20
C -0.51 -0.69 1.35
O 0.58 0.16 1.07
H 1.99 -0.07 -0.37
H -1.76 -1.87 -0.04
H -0.94 -0.59 2.36
*
```

Its LUMO energy is 0.57 eV. For the orbital gap, the calculation gives 9.75 eV. As for the SMILES: O=[N+]([O-])C1OC=CO1.

---

Entry iii
Formula: C3H3NO4
Source: the OMol25 dataset
Level of theory: the ωB97M-V functional and the def2-TZVPD basis

The geometry in ORCA input format:
```
! wB97M-V def2-TZVPD RIJCOSX def2/J DEFGRID3
* xyz 0 1
O -0.69 -1.78 -0.22
C 0.33 -1.30 0.21
O 1.41 -1.94 0.85
C 0.47 0.33 0.40
O -0.91 0.76 0.65
C -1.20 1.50 -0.45
N -0.35 1.59 -1.41
O 0.74 0.78 -1.11
H 1.16 -2.79 0.47
H 1.12 0.84 1.24
H -2.09 2.02 -0.63
*
```

Its LUMO energy is 0.55 eV. For the orbital gap, the calculation gives 10.07 eV. As for the SMILES: O=C(O)[C@@H]1OC=NO1.

---

Most stable of them? entry iii.